(1)
326
Properties=species:S:1:pos:R:3:forces:R:3 method="wB97M-V/def2-TZVPD" homo_ev=-8.5 homo_lumo_gap_ev=8.78 charge=0 max_force_ha_per_bohr=0.0654 multiplicity=1
C -1.060 5.535 0.592 -2.8 0.8 1.3
C 0.036 5.846 1.585 0.9 -1.1 -1.3
O 0.954 6.733 0.927 0.8 -0.9 0.5
O -0.674 4.621 -0.369 1.1 0.6 -2.0
H -1.475 6.470 0.126 0.6 -0.4 0.3
H -1.996 5.106 1.090 1.3 0.3 -0.2
H 0.481 4.846 1.844 0.1 0.8 -0.3
H -0.223 6.288 2.506 -1.0 0.6 1.1
H 1.841 6.465 1.259 -0.4 0.4 -0.4
H -0.221 5.154 -1.094 -0.3 -1.2 1.0
C 5.073 0.709 -4.524 0.3 -1.3 0.2
C 4.344 1.548 -3.476 0.9 0.4 -0.1
O 3.419 2.473 -4.031 0.2 0.7 -0.9
O 4.073 0.016 -5.278 0.2 -0.1 0.6
H 5.879 -0.001 -4.108 -1.5 0.6 0.2
H 5.707 1.247 -5.219 -0.3 0.8 -0.3
H 5.038 2.028 -2.757 0.0 0.1 -0.5
H 3.758 0.881 -2.868 -0.3 -0.5 0.3
H 3.681 2.824 -4.946 0.2 -0.7 1.3
H 3.386 -0.289 -4.622 0.5 0.1 -0.5
C 7.781 3.509 -1.465 1.7 0.8 -0.1
C 8.490 2.190 -1.710 0.2 0.3 -0.2
O 9.673 2.325 -2.499 -0.2 -0.5 0.8
O 6.847 3.271 -0.461 0.6 -0.4 0.5
H 7.382 3.895 -2.406 -0.7 -0.2 -0.1
H 8.537 4.318 -1.204 -0.6 -0.9 0.2
H 7.724 1.487 -2.110 0.7 0.1 0.0
H 8.842 1.837 -0.745 -0.1 -0.2 0.0
H 9.458 2.699 -3.339 -0.3 0.3 -0.9
H 6.016 3.636 -0.760 -1.0 0.7 -0.3
C -1.281 -0.749 6.676 -0.9 -1.0 0.5
C -2.421 0.214 7.087 0.7 -1.1 -0.1
O -3.587 -0.570 7.271 0.1 0.8 0.5
O -1.440 -1.246 5.338 0.2 0.0 1.0
H -1.369 -1.673 7.314 0.2 1.0 -0.4
H -0.319 -0.284 6.818 0.6 0.2 0.0
H -2.546 0.905 6.255 -0.1 0.4 0.1
H -2.193 0.750 8.020 0.0 -0.2 -0.3
H -3.858 -0.701 6.368 -0.9 -0.9 -0.8
H -1.304 -0.512 4.745 -0.2 0.6 -0.7
C 1.672 -1.239 3.158 0.1 0.0 0.2
O 1.427 0.042 2.611 -0.4 1.0 -0.8
C 2.391 0.522 1.669 1.7 -1.4 0.6
C 2.312 -0.137 0.276 0.0 -0.2 -0.4
N 0.991 -0.205 -0.365 1.5 1.0 -0.4
C 0.387 1.110 -0.418 -0.1 -0.3 0.2
C -0.836 1.054 -1.315 0.6 2.1 2.3
O -1.831 0.280 -0.710 -0.2 0.0 -0.5
C -2.828 -0.021 -1.667 -0.3 -1.4 1.1
H 2.215 -1.086 4.111 0.1 -0.6 -0.7
H 2.210 -1.861 2.421 0.0 0.0 0.5
H 0.696 -1.690 3.405 0.3 0.1 -0.2
H 3.433 0.376 2.114 -1.2 -0.1 -0.6
H 2.343 1.591 1.575 -0.7 0.6 0.2
H 2.658 -1.169 0.273 0.2 0.0 0.4
H 2.987 0.426 -0.401 -0.2 -0.2 0.3
H 0.435 -0.776 0.210 -1.0 -1.0 0.7
H 1.058 1.770 -0.965 0.3 0.2 0.2
H 0.275 1.484 0.640 -0.6 0.2 -1.1
H -0.505 0.660 -2.255 -0.1 -0.2 -0.8
H -1.155 2.130 -1.353 -0.2 -0.7 -0.6
H -2.649 -1.040 -2.055 -0.3 0.4 0.0
H -2.925 0.658 -2.482 0.3 0.8 -0.7
H -3.754 0.025 -1.116 -0.4 -0.3 -0.2
C 7.894 0.594 1.623 -0.1 -1.6 -1.4
O 6.965 0.656 2.625 -2.0 1.0 2.0
C 5.975 1.744 2.432 1.5 -1.5 -1.1
C 5.317 2.236 3.681 2.0 2.2 -1.1
N 4.503 1.282 4.248 -1.7 -0.6 0.2
C 3.895 1.662 5.481 0.5 0.1 0.8
C 3.008 0.563 6.006 -0.8 0.2 0.7
O 3.765 -0.630 5.993 -0.2 0.4 -0.4
C 3.044 -1.667 6.603 0.7 0.2 1.2
H 7.407 0.268 0.652 0.6 0.7 0.6
H 8.604 -0.185 1.893 0.0 -0.3 0.0
H 8.478 1.483 1.525 0.2 1.0 -0.4
H 5.234 1.325 1.735 0.1 0.4 0.0
H 6.572 2.507 1.951 -0.4 0.6 -0.2
H 4.757 3.135 3.364 -0.3 -0.3 0.0
H 6.123 2.696 4.311 -0.3 -0.5 0.2
H 4.985 0.427 4.338 0.5 -1.2 0.3
H 3.296 2.553 5.333 -0.1 0.3 -0.1
H 4.691 1.929 6.219 -0.5 -0.2 0.0
H 2.091 0.429 5.368 0.7 0.2 0.4
H 2.640 0.819 7.061 0.5 -0.4 -1.1
H 3.146 -1.474 7.706 -0.5 -0.7 -0.7
H 3.502 -2.606 6.310 0.1 -0.1 0.2
H 2.010 -1.677 6.280 -0.4 0.0 0.1
C -3.375 2.504 3.159 0.2 -1.8 -0.7
C -1.948 2.047 2.760 -0.6 0.2 -0.4
C -0.861 2.733 3.602 0.6 -0.7 -0.4
O -0.838 2.205 4.906 -0.8 -1.0 -0.3
C 0.149 2.813 5.641 0.9 2.2 -0.4
N -1.730 0.573 2.764 -0.2 0.8 -0.5
H -4.201 2.092 2.510 1.0 0.0 0.5
H -3.369 3.554 2.974 -0.4 1.0 0.5
H -3.575 2.159 4.172 -0.1 0.6 0.2
H -1.811 2.456 1.750 0.3 0.0 -0.2
H -0.930 3.837 3.677 -0.3 -0.3 -0.4
H 0.135 2.467 3.145 -0.6 0.4 0.1
H 0.186 2.439 6.647 0.1 -0.4 0.3
H -0.115 3.905 5.692 0.4 -0.5 0.3
H 1.153 2.784 5.131 -0.7 -0.3 0.5
H -0.709 0.508 2.858 -0.3 -0.7 -0.6
H -2.048 0.179 1.842 0.7 0.5 1.3
C 1.200 -6.347 0.812 -1.5 2.0 -1.0
C 2.532 -6.240 0.100 1.5 -1.3 1.7
C 2.585 -5.226 -0.988 -0.3 0.4 -0.5
O 3.822 -5.173 -1.647 0.1 -1.4 -1.2
C 3.959 -6.377 -2.432 0.8 1.5 -0.7
N 3.753 -6.014 1.009 -1.6 -0.6 -0.1
H 0.373 -6.645 0.102 1.0 0.0 0.7
H 0.848 -5.356 1.194 0.3 -0.6 0.0
H 1.275 -7.032 1.622 -0.1 -0.6 0.6
H 2.611 -7.272 -0.319 0.6 0.8 -0.1
H 2.402 -4.198 -0.727 -0.1 0.4 1.0
H 1.771 -5.455 -1.677 -0.1 -0.2 -0.4
H 3.036 -6.571 -2.947 -0.7 -0.2 -0.3
H 4.235 -7.239 -1.872 0.2 -0.6 0.8
H 4.716 -6.226 -3.216 -0.1 0.2 0.4
H 3.669 -6.600 1.859 -0.1 0.3 -0.8
H 3.679 -5.056 1.345 0.2 0.1 -0.1
C -8.142 2.095 -4.856 -1.2 -1.9 -1.0
C -7.185 2.367 -3.767 0.5 1.6 1.4
C -6.889 1.151 -2.905 0.0 -1.0 -0.5
O -6.384 0.095 -3.738 -0.7 1.6 -0.3
C -6.231 -1.125 -3.085 2.0 1.1 -0.3
N -5.994 3.030 -4.288 -1.1 1.1 0.5
H -7.665 1.487 -5.623 0.3 -0.6 0.2
H -8.437 2.915 -5.515 -0.5 0.5 1.0
H -8.968 1.437 -4.439 0.5 1.1 -0.8
H -7.661 3.101 -3.013 0.7 -0.8 -1.1
H -7.825 0.847 -2.397 0.3 -0.1 0.0
H -6.116 1.359 -2.153 -0.2 0.3 0.1
H -5.516 -0.946 -2.229 -0.8 -0.7 -0.5
H -5.731 -1.698 -3.883 -0.4 -0.6 0.8
H -7.194 -1.475 -2.780 -0.5 -0.8 0.4
H -5.405 2.590 -4.949 0.1 -1.0 -0.7
H -5.449 3.318 -3.519 0.9 0.4 0.9
C -7.476 5.624 -0.754 -0.3 -0.6 -0.2
C -6.027 5.998 -0.936 0.4 0.6 0.3
C -4.966 5.071 -0.332 -0.9 1.8 -1.0
O -5.095 3.841 -0.933 -0.7 -0.6 -0.1
C -4.352 2.870 -0.281 1.6 -0.9 -1.7
N -5.789 6.232 -2.353 -1.1 -0.9 -0.7
H -7.891 5.659 0.233 0.3 0.4 1.0
H -7.654 4.600 -1.033 -0.1 -0.5 -0.7
H -8.085 6.300 -1.340 -0.1 0.0 -0.4
H -5.925 6.949 -0.426 0.3 0.4 0.1
H -5.052 5.094 0.740 -0.1 -0.6 0.8
H -4.021 5.537 -0.604 0.6 0.0 0.1
H -3.269 2.958 -0.590 -0.7 -0.1 0.5
H -4.703 1.897 -0.662 0.1 0.3 0.6
H -4.416 2.970 0.778 -0.2 -0.2 0.8
H -4.823 6.312 -2.583 0.9 0.3 0.1
H -6.083 5.396 -2.878 -0.1 0.5 0.2
C -7.754 1.889 0.845 -0.4 1.0 -2.4
C -9.244 2.419 0.627 1.0 -1.2 1.4
C -10.228 1.264 0.379 -0.2 -0.1 1.6
O -9.837 0.393 -0.644 0.1 -0.8 -0.2
C -10.384 -0.929 -0.563 -1.2 0.3 1.2
N -9.750 3.114 1.851 0.1 -0.2 -0.6
H -7.588 1.071 0.099 -0.2 0.4 0.8
H -7.631 1.551 1.845 0.1 -0.3 0.8
H -6.943 2.643 0.573 -1.3 -0.6 0.6
H -9.268 3.131 -0.174 0.1 0.1 -0.9
H -11.162 1.752 0.143 -0.7 0.1 -0.3
H -10.449 0.740 1.398 0.7 0.5 -1.6
H -11.391 -1.077 -1.076 1.1 0.6 0.6
H -10.484 -1.164 0.534 -0.2 -0.1 -1.0
H -9.710 -1.661 -0.980 0.5 0.1 -0.3
H -10.777 3.034 1.917 0.7 0.1 -0.2
H -9.539 4.089 1.677 -0.2 0.2 0.5
C -1.295 -5.473 -1.667 -0.2 0.2 0.6
C -2.425 -5.287 -2.659 -0.8 -0.3 -0.6
C -3.312 -4.047 -2.485 0.9 1.1 0.4
O -4.171 -4.129 -1.357 -0.8 -0.5 0.4
C -5.375 -4.948 -1.416 1.8 -0.4 -1.3
N -1.879 -5.346 -4.013 -0.6 0.2 -0.4
H -0.395 -4.850 -1.845 -0.5 -0.2 -0.3
H -1.001 -6.549 -1.689 -0.1 0.8 0.3
H -1.677 -5.152 -0.682 0.3 -0.5 -0.1
H -3.161 -6.085 -2.483 0.4 -0.4 0.0
H -3.850 -3.788 -3.416 0.0 -0.3 0.2
H -2.648 -3.168 -2.248 -0.6 -0.6 -0.3
H -6.106 -4.488 -2.064 -0.2 0.1 -0.5
H -5.805 -5.002 -0.440 0.0 0.1 0.8
H -5.145 -5.991 -1.774 -0.3 0.9 0.3
H -0.974 -5.795 -4.000 -0.2 -0.2 -0.3
H -2.520 -5.745 -4.715 0.7 0.2 0.7
C -6.721 -0.459 5.070 -0.1 1.5 0.1
C -6.060 -1.376 4.063 1.5 -0.6 0.7
C -6.319 -0.943 2.644 0.3 -1.9 -0.5
O -5.591 -1.832 1.754 0.3 0.4 0.2
C -5.425 -1.391 0.411 -0.7 1.3 0.0
N -4.599 -1.355 4.344 0.6 0.9 -0.1
H -6.326 0.585 4.909 -0.4 -0.8 0.1
H -6.495 -0.700 6.110 0.3 -0.3 -0.2
H -7.814 -0.388 5.022 0.1 -0.2 -0.4
H -6.339 -2.421 4.266 -0.3 0.3 -0.4
H -6.075 0.092 2.579 0.7 0.9 -0.5
H -7.356 -1.040 2.420 -1.1 0.0 -0.3
H -6.431 -1.070 0.030 0.7 -0.4 -0.1
H -4.966 -2.152 -0.259 -0.4 0.1 0.9
H -4.773 -0.475 0.344 -0.5 -0.7 0.4
H -4.064 -2.057 3.814 -0.7 0.5 0.3
H -4.181 -0.437 4.061 -0.5 -1.0 0.2
C -0.197 2.614 -4.754 -0.5 0.1 -1.0
C -0.126 3.691 -3.735 1.5 -0.2 0.9
C 0.839 4.833 -3.988 0.0 0.5 0.3
O 0.691 5.603 -2.789 -0.5 -0.2 0.2
C 1.115 6.931 -2.826 -0.3 0.3 -0.9
N -1.415 4.319 -3.524 -0.9 -1.2 -0.2
H -0.928 1.963 -4.331 -0.7 -1.0 0.0
H 0.700 2.028 -4.935 0.2 0.3 0.2
H -0.609 2.970 -5.706 0.2 0.0 0.0
H 0.336 3.175 -2.835 -0.7 0.6 -0.3
H 0.481 5.480 -4.819 0.4 -0.6 0.1
H 1.905 4.504 -4.056 -0.7 0.1 -0.3
H 2.156 6.895 -3.083 0.9 0.6 0.1
H 0.905 7.309 -1.849 0.3 0.5 0.7
H 0.600 7.609 -3.556 0.1 -0.8 0.2
H -2.174 3.644 -3.306 0.9 0.5 -0.2
H -1.303 4.928 -2.742 -0.4 0.4 0.4
C 2.922 3.736 -0.312 1.2 0.8 -0.8
C 3.775 5.013 -0.413 0.6 -2.0 -0.7
C 4.536 5.355 0.853 -1.0 1.5 -0.4
O 3.566 5.737 1.842 0.3 -0.3 0.1
C 4.257 6.324 2.945 -0.3 0.5 0.0
N 4.792 4.732 -1.475 -0.9 -0.3 -0.4
H 3.627 2.945 -0.127 0.2 -0.7 0.3
H 2.430 3.522 -1.264 -0.1 0.2 0.1
H 2.216 3.822 0.470 -0.8 -0.1 0.8
H 3.118 5.822 -0.654 -0.3 0.8 -0.2
H 5.030 6.307 0.573 0.6 -0.5 0.3
H 5.252 4.629 1.264 -0.3 -0.1 -0.4
H 5.293 6.472 2.594 -0.2 -0.1 0.9
H 4.135 5.664 3.834 0.4 0.6 -0.5
H 3.847 7.343 3.134 0.1 -0.8 0.1
H 5.219 5.543 -1.909 -0.2 0.2 0.3
H 4.362 4.187 -2.240 0.1 0.4 0.4
C 5.843 -6.814 3.963 -1.8 -1.1 -0.8
C 5.096 -7.821 4.883 0.2 0.4 -1.1
C 4.208 -8.692 3.986 -1.3 0.3 1.8
O 3.110 -7.922 3.437 0.2 -0.6 0.7
C 1.964 -7.823 4.301 -0.4 -1.8 -1.1
N 6.034 -8.590 5.671 0.0 -0.6 -1.0
H 5.062 -6.116 3.609 0.5 -0.3 -0.2
H 6.256 -7.383 3.070 -0.2 0.9 1.2
H 6.548 -6.226 4.493 1.0 0.3 0.4
H 4.382 -7.341 5.530 -0.3 0.9 0.4
H 3.781 -9.492 4.639 0.3 0.1 -0.7
H 4.789 -9.076 3.189 0.3 -0.6 -0.9
H 2.216 -7.447 5.275 0.1 0.4 0.5
H 1.404 -8.821 4.436 1.1 1.0 -0.2
H 1.259 -7.207 3.760 0.0 0.4 0.3
H 5.571 -9.188 6.327 -0.1 -0.2 0.4
H 6.670 -7.982 6.142 0.4 0.2 0.4
C 2.070 -3.008 -3.354 -1.3 -1.2 -1.1
C 1.346 -1.991 -4.227 1.6 -0.7 -0.6
C -0.122 -2.202 -4.160 0.0 0.2 1.2
O -0.753 -1.283 -5.010 -1.1 -0.2 0.1
C -2.186 -1.460 -5.138 1.4 0.7 0.5
N 1.802 -0.720 -3.717 -0.3 1.2 -0.6
H 3.094 -2.747 -3.348 1.2 -0.1 0.1
H 1.913 -4.042 -3.753 0.3 0.7 0.5
H 1.687 -2.953 -2.339 -0.1 0.0 0.2
H 1.700 -2.029 -5.297 -0.3 -0.2 0.9
H -0.322 -2.094 -3.053 -0.6 0.4 -0.7
H -0.365 -3.229 -4.376 -0.3 -0.5 -0.5
H -2.464 -2.490 -5.291 0.1 -0.5 -0.5
H -2.450 -0.780 -5.938 -0.4 -0.2 -0.3
H -2.686 -1.146 -4.232 -0.2 0.2 0.4
H 1.451 -0.563 -2.773 0.0 0.0 0.1
H 1.409 -0.018 -4.337 -0.1 0.4 0.4
C -0.474 -5.138 4.394 -0.3 0.7 -1.2
C -1.960 -4.837 4.061 -0.4 -2.2 -0.4
C -2.142 -3.652 3.152 0.1 0.6 -0.2
O -1.406 -3.679 1.899 0.6 -2.0 2.6
C -1.587 -2.537 1.171 0.5 -0.1 -1.2
N -2.525 -6.098 3.440 1.0 -0.5 -1.4
H -0.345 -5.920 5.115 -0.3 -0.5 0.4
H 0.119 -4.269 4.744 -0.5 -0.2 -0.4
H -0.088 -5.493 3.420 0.4 0.3 0.5
H -2.568 -4.742 4.989 0.5 0.6 -0.6
H -1.866 -2.807 3.779 0.1 0.6 -0.4
H -3.198 -3.588 2.875 -0.2 0.1 0.1
H -2.656 -2.447 1.059 -0.5 1.0 -0.4
H -1.093 -2.740 0.212 -0.4 0.1 -0.2
H -1.053 -1.674 1.567 -0.4 0.3 0.4
H -2.060 -6.316 2.513 -0.3 0.5 1.5
H -3.505 -6.065 3.152 0.2 0.6 0.6
C 6.753 -1.751 -1.641 -1.4 1.6 -0.8
C 6.515 -2.398 -0.325 -0.6 0.9 0.7
C 5.110 -1.892 0.160 0.1 -0.1 0.3
O 4.596 -2.656 1.224 0.1 -0.6 1.2
C 5.325 -2.544 2.462 -1.0 1.0 0.1
N 6.603 -3.788 -0.622 0.0 -1.6 0.6
H 7.781 -1.709 -1.892 1.0 0.1 -0.4
H 6.287 -0.744 -1.655 0.6 -0.1 -0.1
H 6.206 -2.300 -2.422 0.2 0.0 0.2
H 7.300 -2.087 0.433 -0.8 -0.5 -0.9
H 4.303 -1.973 -0.598 0.9 -0.1 -0.1
H 5.144 -0.816 0.448 0.2 -0.3 -0.1
H 5.079 -3.393 3.138 0.4 0.4 -0.8
H 5.003 -1.615 2.982 -0.1 -0.4 -0.1
H 6.384 -2.367 2.293 0.2 -0.6 0.1
H 6.555 -4.399 0.177 0.2 0.0 0.6
H 5.779 -4.090 -1.126 -0.2 0.1 -0.5
C 4.580 1.743 -8.156 0.3 1.0 -0.5
C 3.741 2.984 -7.835 -0.9 -1.0 0.8
C 2.250 2.606 -7.564 3.0 0.3 -0.4
O 1.868 1.681 -8.525 -0.6 0.1 0.5
C 0.551 1.345 -8.246 -1.7 -1.9 -1.1
N 4.174 3.680 -6.602 2.8 0.0 -0.8
H 4.554 1.059 -7.370 -0.2 -1.4 1.3
H 5.650 1.958 -8.335 -0.4 0.3 0.0
H 4.170 1.280 -9.054 0.1 0.0 0.1
H 3.931 3.574 -8.696 -0.7 1.2 -0.9
H 1.662 3.504 -7.678 -0.5 0.4 0.5
H 2.299 2.189 -6.530 -0.6 0.2 -0.6
H -0.180 2.169 -8.314 0.5 0.2 0.1
H 0.391 0.827 -7.269 0.4 0.4 -0.4
H 0.265 0.632 -9.055 0.0 0.3 0.7
H 5.187 3.852 -6.869 -1.2 -0.1 1.2
H 3.816 4.626 -6.497 -0.4 -0.1 -0.4

(2)
14
Properties=species:S:1:pos:R:3:forces:R:3 method="wB97M-V/def2-TZVPD" homo_ev="-9.1 / -8.2" homo_lumo_gap_ev="8.10 / 7.59" charge=0 max_force_ha_per_bohr=0.0699 multiplicity=1 de_lowest_ev=3.432
C -1.083 -1.773 -0.082 -1.4 -1.4 1.4
C -0.654 1.096 -1.150 -0.3 0.4 0.8
Si -1.515 0.080 0.197 3.2 -1.6 0.3
Si 2.383 1.150 0.550 -0.6 0.4 0.0
Cl 3.187 -0.587 -0.122 0.1 -0.7 0.0
H -1.662 -2.388 -0.789 -0.3 0.6 0.1
H -0.105 -1.999 -0.384 1.8 0.5 -0.7
H -1.077 -2.438 0.850 -0.6 1.3 -0.7
H -0.558 0.776 -2.195 0.1 -0.1 0.5
H -0.599 2.181 -1.012 0.1 -0.3 -0.2
H -1.011 0.272 1.644 -0.1 0.4 -1.0
H -2.881 0.300 0.287 -2.1 0.4 -0.1
H 2.187 1.180 2.030 0.0 -0.2 -0.2
H 3.387 2.149 0.175 0.0 0.4 -0.1